ORCA calculation (ωB97M-V with the def2-TZVPD basis set) on an isolated ion of composition C2H3F2O3S and charge -1.

```
11
Properties=species:S:1:pos:R:3
O -1.0412 2.3162 -1.0291
S 0.3330 2.0112 -0.9826
O 1.2558 3.1121 -0.5388
O 0.8031 1.2359 -2.1185
C 0.6331 0.7128 0.7116
F 0.2478 1.4635 1.8460
C -0.3348 -0.1995 0.1389
F -0.4657 -1.4633 0.8353
H 1.7495 0.5591 0.5636
H -1.3810 0.2169 0.1681
H 0.0142 -0.6435 -0.8654
```

Results
HOMO energy: -5.13 eV
frontier orbital gap: 9.159 eV
LUMO: 4.03 eV
energy above the lowest of the compared OMol25 structures with the same formula, charge and spin: 20.9 kcal per mole
energy: -24535.8754 eV
charge: -1

Löwdin population analysis, charges in e, atoms 1 to 6: number 1, O, carries -0.3425; number 2, S, carries 0.4428; number 3, O, carries -0.4163; number 4, O, carries -0.3872; number 5, C, carries -0.2545; number 6, F, carries -0.0556


ORCA calculation (ωB97M-V with the def2-TZVPD basis set) on C2H3F2O4S as an isolated structure.

```
12
Properties=species:S:1:pos:R:3
C -0.4309 0.2497 -2.1115
C 0.3978 -0.1148 0.0536
O -0.7174 -1.6002 2.5138
O 1.2239 -0.1773 3.0074
O -0.9801 0.8461 2.5914
O -0.6483 -0.2169 -0.7810
F 0.9749 1.1501 -0.0129
F 1.4449 -0.9493 -0.3378
S -0.1002 -0.2925 2.4312
H 0.4661 -0.2044 -2.5442
H -0.3228 1.3383 -2.1149
H -1.3079 -0.0288 -2.6950
```

Results
HOMO energy: -4.87 eV
frontier orbital gap: 8.488 eV
LUMO: 3.62 eV
energy above the lowest of the compared OMol25 structures with the same formula, charge and spin: 26.7 kcal per mole
energy: -26583.3483 eV
charge: -1

Löwdin population analysis, charges in e, atoms 1 to 6: number 1, C, carries -0.0838; number 2, C, carries -0.4896; number 3, O, carries -0.3751; number 4, O, carries -0.3655; number 5, O, carries -0.3677; number 6, O, carries -0.0812


ORCA calculation (ωB97M-V with the def2-TZVPD basis set) on one molecule with the formula C2H3F3.

```
8
Properties=species:S:1:pos:R:3
C 0.2300 -0.7346 -0.2666
C -0.1944 0.6113 0.2219
F -0.7895 1.3503 -0.7496
F -1.1098 0.5039 1.2331
F 0.8277 1.3396 0.7279
H 1.0989 -0.5588 -0.9496
H -0.6331 -1.1826 -0.7509
H 0.5703 -1.3291 0.5339
```

Results
HOMO energy: -13.44 eV
frontier orbital gap: 14.422 eV
LUMO: 0.98 eV
energy above the lowest of the compared OMol25 structures with the same formula, charge and spin: 0.0 kcal per mole
energy: -10275.7293 eV
charge: 0

Löwdin population analysis, charges in e, atoms 1 to 6: number 1, C, carries 0.0361; number 2, C, carries -0.6473; number 3, F, carries 0.1101; number 4, F, carries 0.0958; number 5, F, carries 0.1137; number 6, H, carries 0.1163


ORCA calculation (ωB97M-V with the def2-TZVPD basis set) on one molecule with the formula C2H3F3N2OS2.

```
13
Properties=species:S:1:pos:R:3
C 2.2440 -0.1160 0.0863
S 1.6191 -1.8314 -0.3268
N 0.1262 -1.2698 -0.0654
N -0.9945 -1.8562 -0.1622
S -2.4569 -1.4525 -0.0692
O -2.5510 0.3768 0.2605
C -1.5348 1.1365 0.0196
F -1.9724 2.3827 0.0396
F -0.8309 0.9808 -1.1731
F -0.5178 1.0425 0.9444
H 1.5361 0.2320 0.6801
H 2.1399 0.4710 -0.7535
H 3.1930 -0.0964 0.5198
```

Results
HOMO energy: -8.78 eV
frontier orbital gap: 8.561 eV
LUMO: -0.22 eV
energy above the lowest of the compared OMol25 structures with the same formula, charge and spin: 0.0 kcal per mole
energy: -36969.9321 eV
charge: 0

Löwdin population analysis, charges in e, atoms 1 to 6: number 1, C, carries -0.2757; number 2, S, carries 0.8991; number 3, N, carries -0.4837; number 4, N, carries -0.5006; number 5, S, carries 1.0696; number 6, O, carries -0.2198


ORCA calculation (ωB97M-V with the def2-TZVPD basis set) on a 2-piece molecular cluster, C2H3F3O overall.

```
9
Properties=species:S:1:pos:R:3
C -1.1756 0.8263 1.0523
C -0.7253 -0.3326 0.6760
O 1.8596 -0.1405 -1.2563
F -0.2757 -1.2974 1.4970
F -0.6137 -0.7087 -0.6349
F 2.6243 -0.1837 -2.3698
H -1.7724 1.3805 0.4056
H 1.1351 -0.8488 -1.4810
H -1.0564 1.3051 2.1110
```

Results
HOMO energy (spin up / spin down): -5.96 / -11.15 eV
frontier orbital gap (spin up / spin down): 6.719 / 8.501 eV
LUMO (spin up / spin down): 0.76 / -2.65 eV
energy above the lowest of the compared OMol25 structures with the same formula, charge and spin: 57.4 kcal per mole
energy: -12312.8674 eV
⟨S²⟩: 2.005
2S+1: 3
charge: 0

Löwdin population analysis, charges in e, atoms 1 to 6: number 1, C, carries 0.0923; number 2, C, carries -0.4063; number 3, O, carries -0.0377; number 4, F, carries 0.1086; number 5, F, carries 0.0612; number 6, F, carries -0.1191


ORCA calculation (ωB97M-V with the def2-TZVPD basis set) on a 2-piece molecular cluster, C2H3F3O overall.

```
9
Properties=species:S:1:pos:R:3
C -0.6592 0.5785 0.4208
C 1.1029 -0.3935 -0.2636
O -1.6463 0.4110 -0.3751
F 1.8306 0.4136 -1.0397
F 1.8767 -0.6401 0.8436
F -2.1361 -0.9602 -0.4200
H -0.7574 0.2712 1.4633
H -0.4515 1.7303 0.2600
H 0.8404 -1.4108 -0.8894
```

Results
HOMO energy (spin up / spin down): -7.47 / -11.25 eV
frontier orbital gap (spin up / spin down): 8.267 / 8.477 eV
LUMO (spin up / spin down): 0.80 / -2.78 eV
energy above the lowest of the compared OMol25 structures with the same formula, charge and spin: 38.7 kcal per mole
energy: -12313.6787 eV
⟨S²⟩: 2.043
2S+1: 3
charge: 0

Löwdin population analysis, charges in e, atoms 1 to 6: number 1, C, carries -0.1029; number 2, C, carries -0.1949; number 3, O, carries -0.0609; number 4, F, carries 0.0624; number 5, F, carries 0.0298; number 6, F, carries -0.1868


ORCA calculation (ωB97M-V with the def2-TZVPD basis set) on one molecule with the formula C2H3F3O3S.

```
12
Properties=species:S:1:pos:R:3
C 1.7286 -2.0649 -0.5385
O 0.4573 -1.2032 -0.5036
S 0.5801 0.0952 0.5088
O 0.4962 -0.4204 1.8656
O 1.5662 0.9740 0.0326
C -1.0790 0.5360 -0.2450
F -0.9468 0.7630 -1.5596
F -1.4785 1.7706 0.1728
F -1.9736 -0.3631 -0.0369
H 1.6722 -2.8164 -1.3852
H 2.5379 -1.3772 -0.8130
H 2.0435 -2.4933 0.4142
```

Results
HOMO energy: -11.76 eV
frontier orbital gap: 12.318 eV
LUMO: 0.56 eV
energy above the lowest of the compared OMol25 structures with the same formula, charge and spin: 33.8 kcal per mole
energy: -27251.0514 eV
charge: 0

Löwdin population analysis, charges in e, atoms 1 to 6: number 1, C, carries -0.0218; number 2, O, carries -0.3157; number 3, S, carries 0.7331; number 4, O, carries -0.2441; number 5, O, carries -0.2158; number 6, C, carries -0.6665


ORCA calculation (ωB97M-V with the def2-TZVPD basis set) on a 2-piece molecular cluster, C2H3F3Si overall.

```
9
Properties=species:S:1:pos:R:3
C 2.5759 -1.0576 2.0103
C 2.3054 0.0305 1.3702
F 1.8688 -2.1419 1.8004
F 3.7034 -1.4146 2.6810
F 2.9843 1.1996 1.5105
Si 0.0018 0.0134 -0.0227
H 0.2368 1.0929 -1.2021
H -0.5683 0.2583 1.3255
H 0.1759 -1.4265 -0.6224
```

Results
HOMO energy: -9.20 eV
frontier orbital gap: 8.471 eV
LUMO: -0.72 eV
energy above the lowest of the compared OMol25 structures with the same formula, charge and spin: 218.7 kcal per mole
energy: -18147.9198 eV
charge: 0

Löwdin population analysis, charges in e, atoms 1 to 6: number 1, C, carries -0.4476; number 2, C, carries -0.1825; number 3, F, carries 0.0741; number 4, F, carries 0.0852; number 5, F, carries -0.0265; number 6, Si, carries 0.7768


ORCA calculation (ωB97M-V with the def2-TZVPD basis set) on C2H3F4NO4RbS2 as an isolated structure.

```
17
Properties=species:S:1:pos:R:3
N -0.3268 -0.4674 0.8906
S -2.0612 0.4532 1.3418
O -1.9713 1.6441 0.4291
O -1.7345 0.8234 2.7413
S -0.2706 -0.8163 -0.6757
O 0.3414 0.2356 -1.5108
O -1.5626 -1.3509 -1.1002
C 0.9456 -2.2458 -0.8175
F 2.1901 -1.7955 -0.7930
F 0.7636 -3.0933 0.1792
F 0.7276 -2.8629 -1.9676
Rb -1.1467 3.1092 -1.9765
F -0.1949 5.2782 -3.2289
C 0.8409 0.1720 1.5002
H 0.5772 1.0279 2.1377
H 1.5579 0.4844 0.7306
H 1.3242 -0.5958 2.1198
```

Results
HOMO energy: -5.47 eV
frontier orbital gap: 7.909 eV
LUMO: 2.43 eV
energy: -45000.8205 eV
charge: -1

Löwdin population analysis, charges in e, atoms 1 to 6: number 1, N, carries -0.4158; number 2, S, carries 0.7950; number 3, O, carries -0.6239; number 4, O, carries -0.4992; number 5, S, carries 0.6378; number 6, O, carries -0.3628


ORCA calculation (ωB97M-V with the def2-TZVPD basis set) on C2H3FFeLiO as an isolated structure.

```
9
Properties=species:S:1:pos:R:3
O 0.1900 0.0676 -1.2279
C -0.2551 0.5636 -0.0121
C -0.2658 -0.3408 1.1413
Li 0.9021 -1.6490 -0.9009
H -1.1382 1.2167 -0.0547
F 0.0001 -1.6838 0.8502
H 0.0790 -0.1819 2.1653
Fe 0.0161 0.8776 -2.7955
H 0.4719 1.1299 0.8345
```

Results
HOMO energy (spin up / spin down): -22.58 / -27.53 eV
frontier orbital gap (spin up / spin down): 5.736 / 7.632 eV
LUMO (spin up / spin down): -16.85 / -19.90 eV
energy: -41436.8455 eV
⟨S²⟩: 12.014
2S+1: 7
charge: +3

Löwdin population analysis, charges in e, atoms 1 to 6: number 1, O, carries -0.2214; number 2, C, carries -0.1157; number 3, C, carries 0.0467; number 4, Li, carries 0.8858; number 5, H, carries 0.1805; number 6, F, carries 0.0212


> Among the records above, which one has the highest charge?

C2H3FFeLiO


What did the seventh record say?
ORCA calculation (ωB97M-V with the def2-TZVPD basis set) on one molecule with the formula C2H3F3O3S.

```
12
Properties=species:S:1:pos:R:3
C 1.7286 -2.0649 -0.5385
O 0.4573 -1.2032 -0.5036
S 0.5801 0.0952 0.5088
O 0.4962 -0.4204 1.8656
O 1.5662 0.9740 0.0326
C -1.0790 0.5360 -0.2450
F -0.9468 0.7630 -1.5596
F -1.4785 1.7706 0.1728
F -1.9736 -0.3631 -0.0369
H 1.6722 -2.8164 -1.3852
H 2.5379 -1.3772 -0.8130
H 2.0435 -2.4933 0.4142
```

Results
HOMO energy: -11.76 eV
frontier orbital gap: 12.318 eV
LUMO: 0.56 eV
energy above the lowest of the compared OMol25 structures with the same formula, charge and spin: 33.8 kcal per mole
energy: -27251.0514 eV
charge: 0

Löwdin population analysis, charges in e, atoms 1 to 6: number 1, C, carries -0.0218; number 2, O, carries -0.3157; number 3, S, carries 0.7331; number 4, O, carries -0.2441; number 5, O, carries -0.2158; number 6, C, carries -0.6665


> What is the charge in the fourth record?

0